Computed, not measured: a 2-piece molecular cluster, C39H39F6N3P overall at a distorted geometry, with wB97M-V/def2-TZVPD.

Summary:
* highest occupied orbital energy: -9.5036 eV
* energy: -2614.0946 Eh
* net charge: +1

Each line ends with the Mulliken charge.
Positions of all 88 atoms, in Å:
F: 1.057 -1.940 -7.313  -0.262
C: 2.120 -1.232 -6.824  0.760
F: 3.074 -2.140 -6.447  -0.251
F: 2.642 -0.523 -7.880  -0.236
C: 1.735 -0.342 -5.677  0.345
C: 2.735 0.143 -4.835  -0.999
C: 2.381 0.936 -3.758  -0.489
C: 1.025 1.286 -3.488  1.033
C: 0.692 2.070 -2.322  -0.838
C: -0.311 3.091 -2.289  0.630
C: -1.126 3.442 -3.407  -0.491
C: -2.209 4.296 -3.275  -1.228
C: -2.433 4.927 -2.052  0.558
C: -3.633 5.815 -1.902  0.772
F: -3.869 6.164 -0.600  -0.266
F: -3.502 6.985 -2.610  -0.239
F: -4.767 5.197 -2.360  -0.247
C: -1.558 4.754 -0.980  -0.799
C: -0.512 3.858 -1.102  -0.793
C: 0.048 0.775 -4.386  -0.506
C: 0.400 0.003 -5.485  -1.075
H: 3.778 -0.104 -5.039  0.412
H: 3.170 1.326 -3.115  0.463
H: 1.412 2.058 -1.492  1.032
H: -0.907 3.031 -4.390  0.805
H: -2.867 4.491 -4.123  0.423
H: -1.702 5.327 -0.066  0.493
H: 0.174 3.738 -0.263  0.458
H: -1.007 0.984 -4.219  0.714
H: -0.359 -0.334 -6.189  0.444
C: 0.702 2.643 6.405  -1.171
N: -0.300 2.765 5.368  0.010
C: -1.610 3.110 5.879  -0.910
C: -0.086 2.287 4.105  1.683
C: -1.036 2.491 3.064  -1.214
C: -0.867 1.877 1.833  -0.325
C: 0.264 1.077 1.565  -0.398
P: 0.395 0.250 -0.073  1.052
C: 1.643 -1.053 0.316  -0.376
C: 1.363 -2.168 1.124  -0.150
C: 2.343 -3.096 1.450  -0.829
C: 3.679 -2.903 1.015  1.429
N: 4.682 -3.695 1.495  0.094
C: 5.984 -3.782 0.868  -0.948
C: 4.432 -4.709 2.498  -1.114
C: 3.944 -1.825 0.121  -0.976
C: 2.948 -0.920 -0.209  -0.592
C: -1.142 -0.747 0.034  0.067
C: -1.774 -1.146 -1.162  -1.161
C: -2.857 -2.013 -1.131  -0.804
C: -3.326 -2.555 0.102  1.328
N: -4.242 -3.567 0.132  0.093
C: -4.603 -4.232 1.366  -1.093
C: -5.107 -3.874 -0.987  -0.914
C: -2.759 -2.062 1.305  -0.678
C: -1.679 -1.190 1.259  -0.573
C: 1.259 0.974 2.554  -0.866
C: 1.085 1.543 3.809  -0.577
H: 1.702 2.832 6.006  0.370
H: 0.478 3.383 7.178  0.325
H: 0.693 1.644 6.866  0.363
H: -2.339 3.238 5.079  0.259
H: -1.979 2.326 6.562  0.316
H: -1.526 4.046 6.446  0.328
H: -1.910 3.118 3.237  0.212
H: -1.628 2.010 1.064  0.791
H: 0.367 -2.328 1.522  0.390
H: 2.082 -3.966 2.054  0.479
H: 6.230 -2.861 0.339  0.311
H: 6.722 -3.947 1.662  0.330
H: 6.032 -4.623 0.157  0.314
H: 3.805 -4.320 3.309  0.394
H: 3.938 -5.601 2.080  0.334
H: 5.403 -5.004 2.908  0.299
H: 4.941 -1.687 -0.289  0.098
H: 3.174 -0.080 -0.869  0.231
H: -1.387 -0.778 -2.114  0.324
H: -3.321 -2.309 -2.068  0.127
H: -3.716 -4.488 1.958  0.379
H: -5.272 -3.620 1.992  0.329
H: -5.127 -5.152 1.091  0.297
H: -4.648 -3.588 -1.934  0.293
H: -5.278 -4.956 -0.982  0.321
H: -6.079 -3.360 -0.894  0.317
H: -3.152 -2.384 2.272  0.442
H: -1.221 -0.886 2.202  0.536
H: 2.170 0.410 2.361  0.432
H: 1.831 1.365 4.585  0.348

Cartesian forces, eV/Å:
0.98 0.70 0.52
0.45 -0.95 -1.29
-0.89 0.89 -0.33
-0.51 -0.61 1.13
-0.09 0.20 -0.02
-0.19 0.03 -0.06
-0.26 0.33 0.48
0.17 -1.27 -0.89
0.85 0.26 0.60
-0.93 0.85 0.28
0.01 -0.48 0.09
0.30 0.07 0.01
0.06 -0.17 0.13
-1.34 1.08 0.14
0.31 -0.36 -1.22
-0.05 -1.22 0.65
1.10 0.53 0.36
0.03 0.06 -0.19
0.37 -0.47 -0.07
0.11 0.40 0.24
0.09 0.03 0.16
-0.31 0.07 0.17
-0.21 -0.10 -0.05
-0.13 0.46 -0.84
-0.10 0.08 0.29
0.23 -0.03 0.24
0.05 -0.23 -0.19
-0.21 -0.17 -0.15
0.27 -0.15 0.06
0.19 -0.03 0.29
0.09 -0.16 -0.01
0.06 0.27 -0.12
-0.14 0.12 0.08
-0.09 -0.28 -0.02
0.20 -0.25 -0.06
0.36 0.11 0.27
0.37 0.58 -0.37
-0.79 -1.34 1.66
0.50 0.33 -0.68
0.22 0.04 -0.17
0.13 0.33 -0.09
-0.07 0.34 -0.12
0.07 -0.04 0.04
0.08 -0.06 -0.05
-0.16 -0.13 -0.05
-0.12 -0.11 0.11
-0.51 -0.36 0.42
-0.25 0.23 -0.54
-0.12 -0.10 0.74
0.07 0.04 0.19
0.32 0.18 -0.18
-0.05 -0.05 -0.04
-0.06 0.16 0.12
-0.10 -0.02 -0.05
0.21 0.03 -0.29
-0.11 -0.05 -0.28
-0.28 0.18 -0.05
-0.20 0.01 -0.17
-0.16 0.08 0.14
0.15 -0.13 -0.10
0.04 0.11 -0.01
0.15 0.01 0.27
0.05 0.16 -0.15
-0.20 -0.18 -0.14
0.25 -0.26 -0.13
0.09 -0.06 0.16
0.15 0.01 -0.17
0.07 0.38 -0.19
0.10 -0.25 0.17
0.00 0.08 -0.32
0.05 0.21 0.13
0.18 -0.03 -0.14
0.12 0.12 0.11
-0.31 -0.04 0.03
-0.34 0.03 0.10
0.03 -0.22 0.13
-0.16 -0.14 0.18
0.21 0.11 0.24
-0.14 0.02 -0.16
0.07 -0.15 -0.07
0.11 0.15 0.25
-0.20 -0.20 0.19
-0.05 0.25 -0.22
0.19 -0.13 -0.10
0.19 0.11 -0.37
-0.18 0.07 -0.27
-0.24 0.04 0.01
-0.26 0.06 -0.36